A structure of composition C13H22BHfNO2. Source: the OMol25 dataset; level of theory: ωB97M-V with the def2-TZVPD basis set.

Structure (ORCA input):
```
! RIJCOSX wB97M-V def2-TZVPD def2/J DEFGRID3
* xyz 0 1
C -0.607 0.549 -4.116
C 0.699 0.690 -4.694
C 1.337 1.818 -4.069
C 0.422 2.381 -3.116
C -0.785 1.591 -3.142
Hf 0.899 0.145 -2.380
N -0.563 -0.235 -1.000
C -0.336 -2.026 -2.518
C 0.947 -1.934 -3.167
H 2.305 2.245 -4.349
H 1.100 0.116 -5.522
H 0.570 3.301 -2.554
H -1.711 1.850 -2.637
H -1.383 -0.145 -4.455
H 1.090 -1.981 -4.252
H -1.276 -1.904 -3.066
H -1.555 -0.269 -1.287
H 1.818 -2.388 -2.656
H -0.452 -2.651 -1.629
C 1.814 -0.010 2.672
C 0.423 -0.631 2.504
C 0.301 -1.798 3.475
O 0.302 -1.125 1.157
B -0.432 -0.185 0.440
O -1.018 0.791 1.216
C -0.753 0.464 2.593
C -2.043 -0.087 3.208
C -0.399 1.745 3.330
H 2.586 -0.748 2.412
H 1.991 0.283 3.717
H 1.953 0.877 2.034
H 1.105 -2.525 3.298
H 0.403 -1.459 4.516
H -0.661 -2.315 3.370
H -1.926 -0.281 4.283
H -2.843 0.659 3.097
H -2.357 -1.019 2.717
H 0.502 2.221 2.923
H -1.233 2.457 3.259
H -0.230 1.532 4.394
*
```

**Electronic energy**: -21405.5726 eV
**Strongest force on any atom**: 0.059 hartree/bohr
**Molar mass**: 413.63 g/mol
**Highest occupied orbital energy (spin up / spin down)**: -5.01 / -5.03 eV
**Kohn-Sham gap (spin up / spin down)**: 4.80 / 4.98 eV